[1]
A single C2H6IO2P molecule at a distorted geometry, computed with ωB97M-V/def2-TZVPD.

```
12
Properties=species:S:1:pos:R:3:forces:R:3:nbo_charge:R:1
C -1.360 -1.015 0.688 0.54 -0.26 0.42 -0.64
C -0.721 0.041 -0.294 -1.69 0.79 3.40 -0.08
O 0.284 0.930 0.374 -3.68 -2.18 1.25 -0.83
O 2.340 2.246 0.125 1.18 0.21 1.09 -1.06
P 1.641 1.033 -0.266 2.71 1.78 -1.46 1.83
I 2.928 -1.044 -0.249 -0.42 0.27 0.14 -0.17
H -1.829 -1.836 0.075 0.20 0.99 0.63 0.23
H -0.605 -1.523 1.342 -0.46 0.50 -0.66 0.23
H -2.122 -0.523 1.403 1.18 -0.74 -1.40 0.23
H -1.577 0.696 -0.423 0.27 0.39 -0.80 0.20
H -0.321 -0.282 -1.206 0.43 -0.88 -1.18 0.19
H 1.342 1.277 -1.568 -0.26 -0.87 -1.42 -0.13
```
Forces are in eV/Å.

For the LUMO energy, the calculation gives 0.122 eV. As for the SMILES: CCO[P@@H](=O)I. As for the net charge: 0. The total energy comes out at -23656.3068 eV.

***

[2]
2 unconnected molecules or ions with the total composition C2H6IOP at a distorted geometry, computed with ωB97M-V/def2-TZVPD.

```
11
Properties=species:S:1:pos:R:3:forces:R:3:nbo_charge:R:1
C -0.451 -0.269 -1.630 0.08 -0.01 0.27 -0.92
C -0.135 0.044 1.034 0.91 0.14 1.56 0.10
O -0.256 -1.126 1.612 -0.17 0.44 -0.36 -0.60
P 0.876 0.313 -0.439 0.17 -0.38 -0.52 0.56
I 1.928 1.521 2.822 -0.90 -0.58 -0.87 -0.55
H -0.209 0.095 -2.629 0.00 0.01 0.06 0.25
H -1.433 0.096 -1.330 -0.04 -0.02 -0.19 0.22
H -0.461 -1.357 -1.653 -0.02 -0.02 -0.04 0.23
H -0.844 0.775 1.404 -0.10 -0.10 0.05 0.22
H 0.426 -1.759 1.332 0.04 0.15 -0.07 0.50
H 0.559 1.666 -0.523 0.03 0.36 0.11 0.00
```
Forces are in eV/Å.

For the LUMO energy (spin up / spin down), the calculation gives -1.420 / -1.417 eV. As for the net charge: 0. The total energy comes out at -21606.3919 eV.

***

[3]
A single C2H6IOP molecule at a distorted geometry, computed with ωB97M-V/def2-TZVPD.

```
11
Properties=species:S:1:pos:R:3:forces:R:3:nbo_charge:R:1
C -0.313 0.837 0.087 -2.35 -2.20 -0.22 -0.62
C 0.111 -0.550 0.518 1.81 -1.07 -0.40 -0.67
O 2.202 -2.554 0.405 -0.03 -0.26 -0.79 -1.05
P 1.778 -1.331 -0.300 -3.03 1.05 1.63 1.44
I 3.425 0.380 0.036 0.07 0.27 -0.19 -0.13
H 0.544 1.401 0.155 1.44 2.06 -0.23 0.22
H -0.918 0.899 -0.839 0.87 0.01 0.22 0.21
H -1.016 1.025 0.886 -0.20 1.05 0.20 0.22
H -0.726 -1.229 0.694 0.18 -0.54 -1.02 0.24
H 0.420 -0.440 1.545 0.75 0.07 0.48 0.22
H 1.480 -1.222 -1.695 0.48 -0.44 0.32 -0.06
```
Forces are in eV/Å.

For the LUMO energy, the calculation gives 0.112 eV. As for the SMILES: CC[P@H](=O)I. As for the net charge: 0. The total energy comes out at -21608.3737 eV.

***

[4]
A gas-phase ion, C2H6N (charge +1) at a distorted geometry, computed with ωB97M-V/def2-TZVPD.

```
9
Properties=species:S:1:pos:R:3:forces:R:3:nbo_charge:R:1
C -0.551 -0.187 0.642 -0.54 -0.06 -0.66 -0.21
C -0.306 0.502 -0.652 -2.46 -3.22 -2.40 -0.21
N 0.741 -0.267 -0.050 5.69 1.32 3.54 -0.55
H -0.610 0.410 1.544 0.23 -0.32 0.02 0.26
H -1.082 -1.112 0.554 -0.38 -0.22 0.42 0.25
H -0.756 -0.054 -1.576 0.91 1.56 1.73 0.26
H -0.222 1.532 -0.649 0.47 1.82 -0.31 0.25
H 1.548 0.322 0.520 -2.57 -1.67 -2.05 0.46
H 1.238 -1.145 -0.333 -1.35 0.79 -0.28 0.48
```
Forces are in eV/Å.

For the LUMO energy, the calculation gives -4.067 eV. As for the SMILES: C1C[NH2+]1. As for the net charge: +1. The total energy comes out at -3652.6910 eV.

***

What is the net charge in the third record?
0

***

The highest net charge belongs to which entry?
C2H6N

***

What is the formula in the second record?
C2H6IOP